No. 1
# C21H24N4Ru

C21H24N4Ru as an isolated structure (ωB97M-V/def2-TZVPD, the Open Molecules 2025 dataset).

Each line ends with the natural charge from an NBO analysis.
Element x y z (Å)
1 Ru 0.12127 0.51333 -0.05400  0.09
2 N 0.04156 -1.82871 -0.14483  -0.83
3 C -0.91822 -2.10032 -1.20520  -0.22
4 C -2.20443 -1.32888 -0.97008  -0.22
5 N -1.95281 0.10672 -0.87969  -0.78
6 H 1.01766 -1.95800 -0.37417  0.41
7 H -0.17785 -2.28583 0.73017  0.37
8 H -1.18244 -3.16765 -1.28206  0.16
9 H -0.47352 -1.78970 -2.14906  0.21
10 H -2.63526 -1.66369 -0.01954  0.18
11 H -2.92600 -1.58104 -1.75710  0.17
12 H -2.77343 0.61062 -0.55757  0.37
13 H -1.64720 0.51476 -1.76280  0.42
14 C -0.50003 0.17882 3.36930  -0.25
15 N 0.40660 0.11477 2.22200  -0.50
16 C 1.65076 0.30870 2.50597  0.14
17 C 2.63646 0.37208 1.47527  -0.03
18 C 4.01954 0.53839 1.53099  -0.27
19 C 4.45070 0.54032 0.19460  -0.36
20 C 3.30118 0.38609 -0.58821  -0.03
21 N 2.20671 0.26538 0.17976  -0.46
22 C -1.48791 1.31707 3.28325  0.06
23 C -1.64363 2.22827 4.31894  -0.25
24 C -2.53508 3.28821 4.19602  -0.22
25 C -3.26378 3.45046 3.02708  -0.22
26 C -3.11116 2.53870 1.98951  -0.20
27 C -2.23866 1.47260 2.12701  -0.22
28 H 0.07390 0.29381 4.29821  0.17
29 H -1.04107 -0.77272 3.44332  0.18
30 H 1.97461 0.46216 3.54027  0.15
31 H 4.61857 0.65640 2.42177  0.20
32 H 5.46079 0.64706 -0.17028  0.20
33 H 3.22053 0.36130 -1.66457  0.19
34 H -1.04717 2.12356 5.21933  0.20
35 H -2.63896 4.00392 5.00251  0.20
36 H -3.93016 4.29615 2.91366  0.20
37 H -3.64820 2.68701 1.05979  0.21
38 H -2.03182 0.76298 1.33915  0.23
39 C 0.02512 2.17707 -0.66221  -0.10
40 C -0.07735 3.56383 -0.77996  -0.25
41 C -0.04934 4.26287 -2.03030  -0.23
42 C -0.20567 5.62742 -2.09249  -0.23
43 C -0.40146 6.39578 -0.93379  -0.35
44 C -0.41636 5.73414 0.30467  -0.18
45 C -0.25720 4.37174 0.39281  -0.24
46 H 0.09875 3.68684 -2.93690  0.19
47 H -0.17605 6.11926 -3.06031  0.18
48 H -0.52388 7.47005 -0.99227  0.18
49 H -0.55558 6.30556 1.21779  0.18
50 H -0.27512 3.87611 1.35701  0.20

Cartesian forces, eV/Å:
Ru 0.0 -0.2 -0.7
N -0.1 0.2 0.0
C 0.1 -0.4 0.0
C -0.1 0.0 0.1
N 0.1 0.2 0.1
H -0.1 -0.1 -0.2
H 0.0 0.0 0.0
H 0.0 0.0 -0.1
H 0.1 0.0 0.0
H 0.0 0.1 0.0
H 0.0 0.0 0.0
H 0.0 0.0 0.0
H -0.1 -0.1 0.2
C 0.1 -0.1 0.0
N 0.0 0.3 0.3
C 0.1 0.0 -0.3
C -0.2 -0.2 0.2
C 0.1 0.0 -0.2
C 0.0 -0.1 0.1
C 0.0 -0.2 -0.1
N -0.1 0.9 0.3
C 0.0 0.0 0.1
C 0.1 0.0 0.0
C 0.0 0.0 0.0
C 0.0 0.0 0.0
C 0.0 0.0 -0.1
C 0.0 0.0 0.1
H 0.0 -0.1 0.0
H -0.1 0.0 -0.1
H 0.0 0.0 0.0
H 0.0 0.0 0.0
H 0.0 0.0 0.0
H 0.0 0.1 0.0
H 0.0 0.0 0.0
H 0.0 0.0 0.0
H 0.0 0.0 0.0
H 0.0 0.0 0.0
H -0.2 0.1 -0.1
C 0.3 -0.3 0.2
C -0.1 -0.2 0.0
C 0.0 0.0 0.0
C 0.0 0.0 0.1
C 0.0 0.0 0.0
C 0.0 0.0 0.0
C 0.0 0.1 0.0
H 0.0 0.0 0.0
H 0.0 0.0 0.0
H 0.0 0.0 0.0
H 0.0 0.0 0.0
H 0.0 0.0 0.0

## Properties
Energy relative to the best compared isomer or geometry (same formula, charge and spin): 34.8 kcal/mol
Multiplicity: 2
HOMO (spin up / spin down): -1.047 / -2.249 eV
Kohn-Sham gap (spin up / spin down): 3.9 / 5.1 eV
Total charge: -1

***

No. 2
# C21H24N6PRuTe

C21H24N6PRuTe as an isolated structure (ωB97M-V/def2-TZVPD, the Open Molecules 2025 dataset).

Each line ends with the natural charge from an NBO analysis.
Element x y z (Å)
1 Ru -0.92496 0.05341 -1.21793  0.09
2 C 0.90941 4.05188 -1.52498  -0.23
3 C 0.17674 4.75179 -0.57933  -0.13
4 C -0.90491 4.12415 0.01536  -0.20
5 C -1.21498 2.81795 -0.33027  0.17
6 N -0.47363 2.12174 -1.23052  -0.40
7 C 0.55188 2.74946 -1.81723  0.05
8 C -2.34198 2.08131 0.27485  0.17
9 C -3.46208 2.64088 0.86544  -0.18
10 C -4.48464 1.80193 1.28320  -0.14
11 C -4.39484 0.43525 1.06877  -0.18
12 C -3.26101 -0.07596 0.45578  0.16
13 N -2.25525 0.74969 0.11505  -0.40
14 C -3.03328 -1.48551 0.07552  0.17
15 C -3.90498 -2.50745 0.42148  -0.19
16 C -3.60209 -3.81285 0.07743  -0.13
17 C -2.41815 -4.06439 -0.59827  -0.22
18 C -1.60303 -3.00052 -0.92962  0.06
19 N -1.89405 -1.73259 -0.62332  -0.41
20 H 1.74174 4.50453 -2.04490  0.25
21 H 0.43773 5.76691 -0.31387  0.25
22 H -1.50098 4.63752 0.75642  0.24
23 H 1.06619 2.18764 -2.58602  0.22
24 H -3.55321 3.71199 0.97518  0.25
25 H -5.36983 2.21875 1.74315  0.25
26 H -5.21117 -0.21256 1.35146  0.24
27 H -4.81141 -2.28178 0.96327  0.24
28 H -4.27497 -4.61898 0.33488  0.25
29 H -2.13603 -5.06629 -0.88849  0.25
30 H -0.70033 -3.14785 -1.50763  0.21
31 Te -1.08506 -0.36812 -3.63898  -0.02
32 C 3.20546 -0.96732 1.96913  -0.05
33 N 2.82494 -2.08508 0.97555  -0.39
34 C 3.78189 -1.97116 -0.22781  -0.05
35 N 3.70912 -0.67587 -0.79821  -0.43
36 C 4.04629 0.34736 0.18855  -0.08
37 N 3.15164 0.30309 1.34357  -0.43
38 C 1.78023 0.70383 1.01789  -0.56
39 P 1.00165 -0.37444 -0.27143  1.12
40 C 1.38181 -2.00153 0.55876  -0.56
41 C 2.42572 -0.42684 -1.45701  -0.56
42 H 4.21767 -1.20118 2.29868  0.23
43 H 2.51218 -1.03821 2.80618  0.23
44 H 2.98136 -2.98615 1.43150  0.44
45 H 3.49395 -2.74391 -0.93935  0.23
46 H 4.77730 -2.17593 0.16610  0.23
47 H 3.98364 1.32918 -0.27701  0.23
48 H 5.07012 0.18935 0.52929  0.23
49 H 1.76502 1.74076 0.67474  0.25
50 H 1.17409 0.66410 1.92698  0.24
51 H 1.18017 -2.83606 -0.11218  0.25
52 H 0.76955 -2.12574 1.45374  0.25
53 H 2.47290 0.51033 -2.01214  0.25
54 H 2.22645 -1.21052 -2.19141  0.25

Cartesian forces, eV/Å:
Ru -0.3 -0.2 -0.1
C 0.0 0.0 0.0
C 0.0 0.0 0.0
C 0.0 0.0 0.0
C 0.1 0.0 0.1
N 0.0 0.0 0.3
C -0.1 0.0 -0.3
C 0.0 -0.1 -0.1
C 0.1 0.0 0.1
C 0.0 0.0 0.0
C 0.0 0.0 0.0
C 0.1 0.1 0.0
N 0.1 0.0 0.2
C 0.1 -0.1 0.2
C 0.0 0.0 0.0
C 0.0 0.0 0.0
C 0.0 0.0 0.0
C 0.0 0.0 -0.2
N -0.3 0.2 -0.1
H 0.0 0.0 0.0
H 0.0 0.0 0.0
H 0.0 0.0 0.0
H 0.0 0.0 0.1
H 0.0 0.0 0.0
H 0.0 0.0 0.0
H 0.0 0.0 0.0
H 0.0 0.0 0.0
H 0.0 0.0 0.0
H 0.0 0.0 0.0
H 0.0 0.0 -0.1
Te 0.2 -0.1 -0.3
C 0.0 0.0 0.0
N 0.0 0.0 0.0
C 0.0 0.0 0.0
N 0.0 -0.1 0.1
C 0.0 0.0 0.0
N 0.0 0.0 0.0
C -0.1 0.0 0.1
P 0.3 0.1 0.1
C 0.0 0.1 0.1
C -0.1 0.0 -0.1
H 0.0 0.0 0.0
H 0.0 0.0 0.0
H 0.0 0.0 0.0
H 0.0 0.0 0.0
H 0.0 0.0 0.0
H 0.0 0.0 0.0
H 0.0 0.0 0.0
H 0.1 0.0 0.0
H 0.0 0.0 0.0
H 0.0 0.0 0.0
H 0.0 0.0 0.0
H 0.0 0.0 0.0
H 0.0 0.0 0.0

## Properties
Multiplicity: 2
HOMO (spin up / spin down): -12.611 / -12.415 eV
Kohn-Sham gap (spin up / spin down): 6.5 / 6.1 eV
Total charge: +2

***

Number 1: maximum force 0.94 eV/Å. Number 2: maximum force 0.39 eV/Å.